Record 1
Here is a molecular structure, C29H33N6O7PReSb at a distorted geometry from the OMol25 dataset. Energies are from wB97M-V/def2-TZVPD.

```
! wB97M-V def2-TZVPD RIJCOSX def2/J DEFGRID3
* xyz 1 4
Re 9.01 11.01 12.45
O 9.66 10.37 16.51
C 9.08 10.32 15.45
O 9.10 11.25 14.46
C 7.99 9.22 15.24
C 7.54 8.48 16.33
C 6.38 7.67 16.17
C 5.86 7.40 14.89
C 6.50 8.05 13.84
C 7.48 8.98 13.98
O 8.16 9.35 12.88
N 6.11 7.58 12.54
O 5.90 6.34 12.38
O 6.07 8.39 11.61
N 5.85 6.87 17.19
O 6.08 7.30 18.32
O 5.19 5.83 16.84
H 8.12 8.52 17.23
H 4.92 6.91 14.80
N 8.87 12.76 12.55
C 8.93 14.05 12.75
C 10.09 14.64 13.45
C 10.54 15.95 13.19
C 11.55 16.54 13.95
C 12.12 15.81 15.02
C 11.84 14.45 15.16
C 10.83 13.87 14.36
C 7.76 14.85 12.49
C 7.50 16.04 13.15
C 6.35 16.82 12.85
C 5.44 16.29 11.89
C 5.67 15.04 11.27
C 6.84 14.35 11.57
H 10.07 16.52 12.38
H 11.80 17.54 13.68
H 12.88 16.25 15.70
H 12.30 13.89 15.98
H 10.51 12.86 14.54
H 8.07 16.34 14.05
H 6.12 17.82 13.34
H 4.60 16.93 11.63
H 4.94 14.61 10.54
H 7.09 13.39 11.12
C 12.95 10.84 13.87
Sb 11.72 10.09 12.24
C 12.60 10.36 10.24
C 11.62 7.98 12.98
H 13.82 10.17 14.10
H 12.30 11.16 14.75
H 13.39 11.82 13.55
H 13.63 9.94 10.12
H 12.66 11.45 10.11
H 11.90 9.95 9.52
H 12.50 7.62 13.50
H 11.38 7.34 12.06
H 10.74 7.98 13.67
C 9.41 9.46 7.46
N 8.45 8.73 8.28
C 7.07 9.15 7.92
N 6.86 10.59 7.94
C 7.84 11.25 7.09
N 9.26 10.91 7.48
C 9.48 11.50 8.80
P 8.54 10.61 10.14
C 8.76 8.86 9.69
C 6.84 11.05 9.30
H 9.25 9.15 6.41
H 10.43 9.17 7.74
H 6.39 8.68 8.63
H 6.90 8.81 6.93
H 7.69 12.32 7.17
H 7.77 10.96 6.03
H 9.24 12.56 8.75
H 10.58 11.50 8.99
H 7.98 8.34 10.30
H 9.79 8.52 9.88
H 6.55 12.11 9.28
H 6.06 10.46 9.86
*
```

Calculated values
**Energy relative to the best compared isomer or geometry (same formula, charge and spin)**: 0.0 kJ/mol
**Highest occupied orbital energy (spin up / spin down)**: -10.5662 / -11.4695 eV
**Strongest force on any atom**: 0.0735 hartree/bohr
**Molecular weight**: 916.56 g/mol

=====

Record 2
Here is a molecular structure, C29H34AsN4NaO2S3 from the OMol25 dataset. Energies are from wB97M-V/def2-TZVPD.

```
! wB97M-V def2-TZVPD RIJCOSX def2/J DEFGRID3
* xyz -2 1
Na 1.35 -1.91 -0.58
C -0.99 6.08 -0.59
O 0.24 5.43 -0.38
C 0.50 4.98 0.89
C 1.51 4.03 1.02
C 1.84 3.52 2.26
C 1.17 3.96 3.40
C 0.20 4.94 3.27
C -0.16 5.45 2.02
N 1.52 3.58 4.74
N 1.86 2.40 5.04
C 1.69 1.30 4.21
C 2.72 0.36 4.24
C 2.84 -0.68 3.35
C 1.87 -0.89 2.34
O 1.95 -1.77 1.44
C 0.67 -0.02 2.42
N -0.32 -0.34 1.56
C -1.44 0.33 1.60
C -1.67 1.35 2.54
C -0.66 1.70 3.41
C 0.58 1.04 3.34
H -1.13 6.15 -1.66
H -0.99 7.09 -0.16
H -1.82 5.51 -0.15
H 2.02 3.68 0.13
H 2.60 2.76 2.33
H -0.30 5.30 4.16
H -0.93 6.19 1.95
H 3.50 0.53 4.98
H 3.69 -1.35 3.37
H -2.20 0.06 0.88
H -2.63 1.85 2.58
H -0.83 2.47 4.15
C 2.10 -2.38 -5.60
C 1.67 -2.52 -4.14
S 2.58 -1.46 -3.05
C 0.70 -3.40 -3.81
C 0.00 -4.22 -4.87
S 0.06 -3.75 -2.19
H 2.95 -1.70 -5.65
H 1.31 -1.96 -6.23
H 2.40 -3.33 -6.04
H 0.51 -4.22 -5.84
H -1.02 -3.85 -5.03
H -0.10 -5.26 -4.54
N -0.77 -3.63 1.05
C -1.15 -4.55 1.96
C -1.01 -4.32 3.34
C -1.44 -5.25 4.26
C -2.03 -6.45 3.86
C -2.16 -6.69 2.49
C -1.73 -5.77 1.56
H -0.19 -2.85 1.34
H -0.72 -3.87 0.07
H -0.56 -3.39 3.67
H -1.32 -5.04 5.32
H -2.36 -7.18 4.59
H -2.60 -7.62 2.15
H -1.83 -5.97 0.50
C 0.72 1.15 -4.34
As -0.92 1.39 -3.36
C -2.28 1.49 -4.73
C -0.84 3.21 -2.71
S -1.27 -0.07 -1.95
H 0.78 1.88 -5.15
H 0.75 0.13 -4.71
H 1.56 1.25 -3.65
H -2.05 2.28 -5.46
H -3.24 1.68 -4.25
H -2.32 0.52 -5.23
H -0.75 3.92 -3.53
H 0.02 3.30 -2.04
H -1.74 3.41 -2.13
*
```

Calculated values
**Energy relative to the best compared isomer or geometry (same formula, charge and spin)**: 78.1 kJ/mol
**Highest occupied orbital energy**: 0.0771 eV
**Strongest force on any atom**: 0.0194 hartree/bohr
**Molecular weight**: 664.73 g/mol

=====

Record 3
Here is a molecular structure, C29H34BaN7O4PSi2 from the OMol25 dataset. Energies are from wB97M-V/def2-TZVPD.

```
! wB97M-V def2-TZVPD RIJCOSX def2/J DEFGRID3
* xyz -2 1
Ba 0.10 -0.05 -0.19
C -1.72 1.94 5.80
N -0.75 1.50 4.82
C 0.58 1.30 5.04
C 1.11 0.89 3.85
N 0.13 0.84 2.91
C -0.99 1.21 3.50
P -2.66 1.33 2.80
C -2.30 2.35 1.34
N -1.14 2.47 0.72
C -1.31 3.38 -0.27
C -2.60 3.85 -0.25
N -3.22 3.20 0.79
C -4.60 3.34 1.16
C -2.83 -0.35 2.13
N -1.85 -1.14 1.74
C -2.42 -2.32 1.37
C -3.77 -2.25 1.56
N -4.02 -1.00 2.05
C -5.33 -0.48 2.39
H -1.21 2.11 6.75
H -2.20 2.87 5.49
H -2.49 1.19 5.95
H 1.02 1.47 6.01
H 2.12 0.63 3.61
H -0.50 3.63 -0.93
H -3.13 4.53 -0.88
H -5.06 4.11 0.54
H -5.15 2.41 0.98
H -4.70 3.62 2.21
H -1.81 -3.13 0.99
H -4.56 -2.95 1.35
H -6.07 -1.25 2.21
H -5.37 -0.17 3.43
H -5.58 0.37 1.76
O 2.37 -3.58 2.07
C 2.05 -2.61 1.36
O 1.03 -2.47 0.63
C 3.01 -1.41 1.42
C 4.13 -1.44 2.24
C 4.94 -0.32 2.32
C 4.60 0.81 1.59
C 3.46 0.77 0.79
N 2.71 -0.32 0.71
C 3.00 2.03 0.02
O 3.74 3.02 0.14
O 1.92 1.92 -0.62
H 4.33 -2.35 2.80
H 5.82 -0.31 2.95
H 5.17 1.73 1.62
C -4.55 1.86 -2.21
Si -3.55 0.22 -1.83
C -5.12 -0.82 -1.28
C -3.44 -0.43 -3.69
C -4.65 -0.44 -4.41
C -4.74 -0.86 -5.73
C -3.59 -1.28 -6.38
C -2.39 -1.27 -5.69
C -2.27 -0.86 -4.35
Si -0.47 -0.94 -3.59
C 0.50 0.02 -4.96
C 0.01 -2.75 -4.11
H -5.42 1.68 -2.85
H -3.92 2.61 -2.70
H -4.93 2.31 -1.28
H -5.95 -0.74 -2.00
H -5.50 -0.46 -0.32
H -4.88 -1.88 -1.16
H -5.57 -0.12 -3.93
H -5.70 -0.85 -6.24
H -3.63 -1.61 -7.42
H -1.50 -1.61 -6.22
H 0.33 -0.38 -5.98
H 1.58 -0.04 -4.76
H 0.23 1.08 -4.97
H -0.12 -2.94 -5.19
H -0.59 -3.49 -3.57
H 1.06 -2.93 -3.86
*
```

Calculated values
**Energy relative to the best compared isomer or geometry (same formula, charge and spin)**: 134.4 kJ/mol
**Highest occupied orbital energy**: -0.0693 eV
**Strongest force on any atom**: 0.0093 hartree/bohr
**Molecular weight**: 769.11 g/mol

=====

Record 4
Here is a molecular structure, C29H34BiN2O2S at a distorted geometry from the OMol25 dataset. Energies are from wB97M-V/def2-TZVPD.

```
! wB97M-V def2-TZVPD RIJCOSX def2/J DEFGRID3
* xyz -2 2
Bi 1.00 0.45 -0.10
C 1.93 2.05 2.34
C 3.04 2.09 1.47
C 3.61 0.81 1.44
C 2.88 -0.03 2.31
C 1.83 0.75 2.88
C 0.82 0.32 3.89
C 3.20 -1.46 2.59
C 4.81 0.41 0.63
C 3.56 3.27 0.70
C 1.01 3.19 2.67
H -0.20 0.45 3.51
H 0.91 0.90 4.82
H 0.93 -0.74 4.14
H 3.06 -2.09 1.70
H 2.56 -1.87 3.37
H 4.25 -1.58 2.92
H 5.74 0.39 1.23
H 4.97 1.09 -0.21
H 4.69 -0.60 0.21
H 3.42 3.15 -0.39
H 4.64 3.42 0.86
H 3.06 4.19 0.98
H -0.04 2.96 2.43
H 1.27 4.09 2.11
H 1.04 3.45 3.74
O 0.45 -0.83 1.44
S 2.34 -1.09 -3.66
C 1.71 -0.38 -2.34
C -3.15 -4.45 -2.62
N -2.40 -4.19 -1.40
N -2.44 -2.83 -1.03
C -1.12 -2.34 -0.88
O -0.84 -1.24 -0.52
C -0.27 -3.48 -1.14
C -1.03 -4.53 -1.44
C -0.65 -5.92 -1.80
C -3.61 -2.30 -0.48
C -3.70 -0.92 -0.24
C -4.86 -0.40 0.30
C -5.94 -1.21 0.62
C -5.84 -2.57 0.39
C -4.69 -3.12 -0.15
H -4.17 -4.08 -2.51
H -3.19 -5.53 -2.78
H -2.69 -3.97 -3.49
H 0.81 -3.43 -1.07
H 0.42 -6.04 -1.68
H -0.90 -6.17 -2.83
H -1.15 -6.65 -1.15
H -2.87 -0.28 -0.49
H -4.91 0.67 0.48
H -6.84 -0.79 1.05
H -6.66 -3.23 0.65
H -4.61 -4.19 -0.28
C -0.66 1.90 -1.25
C -0.02 3.20 -1.47
C 1.12 3.30 -2.29
C 1.74 4.51 -2.51
C 1.26 5.68 -1.93
C 0.13 5.60 -1.12
C -0.50 4.39 -0.90
H -0.94 1.42 -2.18
H -1.55 1.98 -0.61
H 1.52 2.39 -2.74
H 2.62 4.55 -3.14
H 1.75 6.63 -2.11
H -0.26 6.50 -0.66
H -1.37 4.35 -0.26
*
```

Calculated values
**Energy relative to the best compared isomer or geometry (same formula, charge and spin)**: 222.3 kJ/mol
**Highest occupied orbital energy (spin up / spin down)**: 0.7773 / 0.7927 eV
**Strongest force on any atom**: 0.0644 hartree/bohr
**Molecular weight**: 683.65 g/mol

=====

Record 5
Here is a molecular structure, C29H34BrCl2F11N3O5S at a distorted geometry from the OMol25 dataset. Energies are from wB97M-V/def2-TZVPD.

```
! wB97M-V def2-TZVPD RIJCOSX def2/J DEFGRID3
* xyz 1 1
C 0.91 0.59 3.59
C 0.93 0.17 2.46
C 0.97 -0.16 1.01
C 2.30 -0.99 0.96
C 2.54 -2.19 1.90
C 4.00 -2.65 1.66
C 4.15 -3.55 0.44
C 1.09 1.19 0.13
C 0.93 2.40 1.09
C 1.04 3.86 0.56
C 2.35 4.55 0.87
N 2.74 4.53 2.27
O 2.98 5.12 0.03
C 2.45 1.36 -0.61
F 2.70 0.36 -1.48
F 2.32 2.43 -1.44
C 3.84 1.64 0.13
F 4.48 2.61 -0.45
F 3.75 1.89 1.43
F 4.61 0.56 -0.01
C -0.07 1.32 -0.94
C 0.13 1.02 -2.46
C 0.50 -0.33 -3.08
C -0.28 -0.51 -4.37
F -0.68 0.59 -5.04
C -0.57 -1.71 -4.87
F -1.73 -2.12 -5.33
F 0.34 -2.67 -4.93
C -1.49 0.95 -0.45
N -2.36 2.04 -0.05
C -3.50 2.24 -0.89
O -4.62 2.07 -0.54
F -3.17 2.62 -2.11
C -1.99 3.29 0.52
O -1.76 4.25 -0.12
F -2.02 3.34 1.84
N -1.66 -0.41 0.33
C -2.72 -0.18 1.42
F -3.36 -1.36 1.75
C -2.38 0.54 2.70
C -3.62 1.28 3.26
S -2.58 -1.61 -0.86
C -4.23 -0.96 -1.13
O -1.96 -1.55 -2.14
O -2.70 -2.91 -0.30
C -0.34 -1.09 0.77
Br -0.65 -2.24 2.35
C 0.11 -2.12 -0.16
C 0.39 -3.03 -0.89
H 0.78 0.70 4.64
H 2.60 -1.30 -0.03
H 3.01 -0.29 1.37
H 2.44 -1.96 2.95
H 1.93 -3.04 1.60
H 4.66 -1.78 1.61
H 4.28 -3.21 2.55
H 4.89 -4.33 0.64
H 3.21 -4.06 0.21
H 4.43 -3.00 -0.46
H 1.64 2.37 1.90
H -0.02 2.33 1.62
H 0.30 4.47 1.08
H 0.87 4.02 -0.50
H 3.72 4.25 2.27
H 2.77 5.51 2.54
H -0.15 2.40 -1.03
H -0.83 1.32 -2.91
H 0.77 1.78 -2.90
H 0.36 -1.23 -2.50
H 1.55 -0.31 -3.38
H -1.95 0.68 -1.40
H -3.57 0.34 0.98
H -2.12 -0.19 3.46
H -1.55 1.23 2.66
H -4.44 1.34 2.54
H -3.35 2.27 3.60
H -4.01 0.76 4.13
H -4.65 -1.82 -1.66
H -4.80 -0.82 -0.22
H -4.22 -0.12 -1.82
H 0.74 -3.56 -1.75
C -2.43 -5.83 -2.09
Cl -1.37 -6.93 -1.20
Cl -1.53 -4.86 -3.27
H -3.17 -6.42 -2.63
H -2.91 -5.16 -1.39
*
```

Calculated values
**Highest occupied orbital energy**: -10.9637 eV
**Strongest force on any atom**: 0.0655 hartree/bohr
**Molecular weight**: 896.46 g/mol

=====

Record 6
Here is a molecular structure, C29H34HoIN7OPS at a distorted geometry from the OMol25 dataset. Energies are from wB97M-V/def2-TZVPD.

```
! wB97M-V def2-TZVPD RIJCOSX def2/J DEFGRID3
* xyz 2 5
Ho 0.34 0.39 -1.07
N -1.43 -0.47 -2.82
C -0.69 -0.88 -4.04
C 0.49 -1.78 -3.67
N 1.51 -0.99 -2.97
H -1.93 -1.30 -2.50
H -2.15 0.18 -3.13
H -0.30 0.03 -4.52
H -1.34 -1.40 -4.75
H 0.89 -2.25 -4.59
H 0.15 -2.57 -3.01
H 2.01 -0.41 -3.66
H 2.22 -1.61 -2.58
C -4.65 3.19 0.43
C -3.25 3.45 0.81
N -2.83 4.25 1.72
N -1.49 4.17 1.75
C -1.03 3.27 0.86
S 0.54 2.81 0.59
N -2.16 2.81 0.22
N -2.15 1.87 -0.81
H -5.29 3.79 1.09
H -4.91 2.14 0.56
H -4.85 3.49 -0.60
H -0.95 4.74 2.38
H -2.94 1.24 -0.67
H -2.27 2.35 -1.71
C -1.48 -5.72 2.51
C -1.39 -4.52 3.21
C -0.82 -3.41 2.61
C -0.36 -3.48 1.30
C -0.48 -4.67 0.59
C -1.04 -5.79 1.20
P 0.38 -2.03 0.45
C -0.69 -0.75 1.28
C -2.04 -0.75 0.93
C -2.95 0.01 1.64
C -2.51 0.82 2.67
C -1.16 0.86 3.01
C -0.25 0.06 2.33
C 1.97 -1.78 1.34
C 2.35 -2.61 2.36
C 3.58 -2.44 3.00
C 4.45 -1.48 2.57
C 4.12 -0.65 1.48
C 5.06 0.27 0.96
C 4.75 1.03 -0.13
C 3.48 0.94 -0.71
C 2.48 0.09 -0.23
C 2.85 -0.76 0.86
H -1.90 -6.59 2.98
H -1.76 -4.46 4.22
H -0.74 -2.49 3.17
H -0.14 -4.73 -0.43
H -1.13 -6.71 0.65
H -2.40 -1.44 0.17
H -4.01 -0.07 1.42
H -3.22 1.40 3.24
H -0.83 1.47 3.83
H 0.79 0.04 2.63
H 1.70 -3.41 2.69
H 3.85 -3.09 3.82
H 5.42 -1.36 3.04
H 6.03 0.34 1.43
H 5.49 1.69 -0.55
H 3.30 1.54 -1.61
N 1.94 3.96 -2.32
C 0.96 3.31 -2.93
O 0.60 2.18 -2.59
C 0.29 4.03 -4.08
I -1.72 3.31 -4.26
H 2.40 3.53 -1.53
H 2.22 4.89 -2.57
H 0.78 3.79 -5.02
H 0.26 5.10 -3.96
*
```

Calculated values
**Energy relative to the best compared isomer or geometry (same formula, charge and spin)**: 71.4 kJ/mol
**Highest occupied orbital energy (spin up / spin down)**: -12.5040 / -12.5113 eV
**Strongest force on any atom**: 0.0255 hartree/bohr
**Molecular weight**: 851.51 g/mol